Molecular formula: C6H10N2
Method: DFT, ωB97M-V/def2-TZVPD

Geometry as XYZ:
```
18
Properties=species:S:1:pos:R:3
H -0.12 1.39 1.53
H 1.42 0.61 -2.30
C 1.01 -0.72 -0.76
C -1.08 -1.23 0.92
H -1.37 -0.91 1.89
H -1.69 2.04 -0.36
C -1.24 -0.24 -0.23
N -0.15 1.42 -1.42
H 2.05 -0.58 -0.42
C -1.18 1.17 -0.69
H -1.27 -0.82 -1.19
H 0.97 0.19 2.38
H 0.96 -1.69 -1.25
C 0.61 0.59 1.42
H -1.21 -2.23 0.61
H 1.52 1.18 1.16
N 0.65 0.33 -1.72
C 0.11 -0.49 0.42
```

Results
**SMILES**: C[C@]12CNN=C[C@@H]1C2
**Kohn-Sham gap**: 9.1 eV
**M**: 110.160 g mol⁻¹
**Spin multiplicity**: 1
**ΔE to the lowest compared entry with this formula, charge and spin**: 364.9 kJ/mol

Now the Löwdin charges, all in e: 0.08 0.11 -0.15 -0.01 0.10 0.10 -0.19 0.02 0.11 -0.16 0.14 0.08 0.12 -0.04 0.10 0.09 -0.06 -0.42